(1)
This record from the OMol25 dataset describes a cluster of 15 separate species, C34H53FN15O in total. The level of theory is ωB97M-V/def2-TZVPD.

relative energy (zero: lowest compared OMol25 entry of this formula, charge and spin): 0.0 kcal/mol
LUMO: -0.092 hartree
frontier orbital gap: 10.34 eV

Geometry as ORCA input:
```
! wB97M-V def2-TZVPD RIJCOSX def2/J DEFGRID3
* xyz 1 1
O -3.955 2.966 0.178
C -3.280 2.037 -0.141
F -3.626 0.762 0.149
C -1.953 2.111 -0.860
N -0.843 2.029 0.134
C -0.148 3.251 0.581
C 0.614 2.669 1.791
C 0.977 1.219 1.306
C 0.255 1.028 -0.046
H -1.954 3.053 -1.388
H -1.911 1.275 -1.549
H -1.278 1.707 1.006
H -0.794 4.099 0.744
H 0.636 3.535 -0.113
H -0.145 2.597 2.563
H 1.443 3.302 2.058
H 0.466 0.518 1.956
H 2.045 1.116 1.259
H -0.201 0.069 -0.228
H 0.933 1.375 -0.814
C -6.606 0.454 -0.784
C -7.383 -0.773 -0.691
N -8.000 -1.737 -0.623
H -6.721 1.032 0.131
H -5.560 0.214 -0.927
H -6.960 1.048 -1.623
C -9.268 2.556 1.552
C -9.359 2.583 0.100
N -9.360 2.550 -1.047
H -9.814 1.698 1.938
H -8.225 2.482 1.854
H -9.694 3.467 1.967
C 3.419 -2.009 1.924
C 2.920 -1.450 0.679
N 2.524 -0.996 -0.299
H 3.157 -3.064 1.976
H 4.502 -1.907 1.966
H 2.958 -1.491 2.767
C 5.995 1.277 -0.908
C 5.194 2.230 -0.156
N 4.544 2.978 0.424
H 6.986 1.200 -0.470
H 5.520 0.303 -0.884
H 6.081 1.606 -1.943
C 1.420 -3.030 -2.998
C 1.297 -2.688 -4.406
N 1.177 -2.423 -5.518
H 1.963 -2.245 -2.473
H 0.427 -3.132 -2.561
H 1.956 -3.971 -2.893
C -8.072 0.197 -3.853
C -6.626 0.183 -4.021
N -5.482 0.189 -4.120
H -8.402 1.208 -3.618
H -8.566 -0.140 -4.761
H -8.347 -0.464 -3.032
C -2.785 -3.171 -6.297
C -2.443 -3.537 -4.932
N -2.166 -3.823 -3.855
H -3.801 -3.492 -6.519
H -2.717 -2.092 -6.415
H -2.095 -3.649 -6.989
C 3.560 1.510 4.629
C 2.722 0.323 4.687
N 2.073 -0.620 4.787
H 3.531 2.014 5.593
H 4.587 1.226 4.408
H 3.202 2.185 3.854
C -0.757 0.145 6.573
C -0.911 0.537 5.183
N -1.031 0.826 4.080
H -0.217 0.918 7.115
H -1.736 0.004 7.026
H -0.195 -0.785 6.624
C -0.614 -6.843 -4.802
C 0.652 -7.496 -5.100
N 1.655 -8.006 -5.324
H -0.432 -5.880 -4.330
H -1.174 -6.685 -5.721
H -1.203 -7.462 -4.129
C 9.313 -1.608 -1.396
C 7.944 -1.626 -0.903
N 6.863 -1.642 -0.521
H 10.000 -1.819 -0.579
H 9.434 -2.364 -2.169
H 9.542 -0.630 -1.814
C -1.502 6.312 3.316
C -0.243 6.150 2.601
N 0.759 6.029 2.053
H -1.565 7.319 3.722
H -2.338 6.150 2.637
H -1.557 5.594 4.132
C 3.663 -2.422 8.341
C 3.656 -0.979 8.159
N 3.650 0.159 8.014
H 4.645 -2.819 8.092
H 3.434 -2.663 9.377
H 2.918 -2.877 7.692
C 4.143 -0.466 -5.587
C 5.119 0.382 -4.924
N 5.864 1.064 -4.379
H 3.751 0.037 -6.468
H 4.608 -1.402 -5.889
H 3.321 -0.683 -4.910
*
```

(2)
This record from the OMol25 dataset describes a structure of composition C34H53IN4PbSi2Te. The level of theory is ωB97M-V/def2-TZVPD.

relative energy (zero: lowest compared OMol25 entry of this formula, charge and spin): 24.4 kcal/mol
LUMO: 0.150 hartree
frontier orbital gap: 5.47 eV

Geometry as ORCA input:
```
! wB97M-V def2-TZVPD RIJCOSX def2/J DEFGRID3
* xyz -2 1
Pb 0.595 0.957 -0.018
C 3.905 2.802 1.135
Si 2.869 2.746 2.672
C 3.119 4.458 3.437
C 3.653 1.448 3.799
N 1.206 2.238 2.357
C 0.427 1.830 3.489
C 0.643 2.445 4.714
C -0.071 2.148 5.866
C -1.079 1.202 5.766
C -1.316 0.575 4.562
C -0.569 0.809 3.371
N -0.798 0.132 2.222
Si -1.975 -1.105 2.213
C -3.723 -0.433 2.599
C -2.121 -1.978 0.569
C -1.616 -2.516 3.451
H 4.923 3.064 1.435
H 3.554 3.543 0.422
H 3.939 1.847 0.626
H 4.189 4.589 3.611
H 2.602 4.643 4.374
H 2.792 5.215 2.725
H 4.457 1.886 4.394
H 4.082 0.653 3.191
H 2.931 0.999 4.479
H 1.393 3.217 4.773
H 0.142 2.662 6.795
H -1.690 0.950 6.628
H -2.119 -0.147 4.524
H -3.707 0.657 2.624
H -4.101 -0.778 3.563
H -4.436 -0.744 1.832
H -2.200 -1.299 -0.275
H -3.028 -2.588 0.597
H -1.275 -2.631 0.380
H -0.898 -2.208 4.210
H -1.196 -3.371 2.920
H -2.519 -2.858 3.963
C -0.166 -0.893 -5.993
C -0.191 0.530 -5.419
C 1.026 0.777 -4.536
C -1.538 0.925 -4.825
C -2.391 1.616 -5.682
C -3.638 2.054 -5.282
C -4.045 1.792 -3.985
C -3.236 1.109 -3.087
C -3.831 0.809 -1.722
C -2.997 1.255 -0.527
C -4.226 -0.668 -1.626
C -1.964 0.666 -3.507
N -1.102 0.024 -2.600
C -0.877 -1.230 -2.769
C 0.023 -2.054 -2.029
C 0.230 -3.411 -2.311
C 1.152 -3.860 -1.370
C 1.447 -2.747 -0.556
N 0.789 -1.655 -0.966
C 2.399 -2.766 0.622
C 2.051 -3.941 1.543
C 3.831 -2.947 0.099
C 2.331 -1.480 1.440
H 0.652 -0.987 -6.712
H -1.100 -1.135 -6.503
H 0.005 -1.632 -5.213
H -0.083 1.203 -6.280
H 1.136 0.019 -3.763
H 0.980 1.749 -4.050
H 1.929 0.757 -5.151
H -2.049 1.825 -6.690
H -4.276 2.602 -5.963
H -5.020 2.124 -3.648
H -4.763 1.389 -1.686
H -2.069 0.697 -0.458
H -3.548 1.090 0.399
H -2.742 2.314 -0.587
H -3.360 -1.315 -1.756
H -4.956 -0.922 -2.397
H -4.658 -0.889 -0.649
H -1.431 -1.780 -3.544
H -0.254 -3.978 -3.093
H 1.552 -4.858 -1.273
H 2.129 -4.893 1.016
H 1.034 -3.844 1.918
H 2.732 -3.963 2.398
H 3.931 -3.883 -0.453
H 4.543 -2.954 0.929
H 4.093 -2.130 -0.574
H 1.321 -1.271 1.796
H 2.690 -0.633 0.855
H 2.984 -1.561 2.313
Te 0.213 3.756 1.192
I 3.458 2.570 -2.633
C 2.740 0.888 -1.445
H 2.462 0.166 -2.213
H 3.663 0.512 -0.995
*
```